Entry 1:
{
  "formula": "C24H25Cl2CuN4O2S3",
  "method": "ωB97M-V/def2-TZVPD",
  "species": ["Cu", "Cl", "C", "C", "C", "C", "C", "Cl", "C", "S", "H", "H", "H", "O", "S", "C", "C", "C", "C", "S", "O", "C", "C", "C", "C", "C", "C", "C", "C", "C", "C", "C", "C", "H", "H", "H", "H", "H", "H", "H", "H", "H", "H", "H", "H", "H", "H", "H", "H", "H", "H", "N", "C", "N", "N", "C", "N", "H", "H", "H", "H"],
  "positions_angstrom": [[0.081, -0.904, 2.285], [0.730, 2.397, 2.979], [-0.521, 2.954, 1.912], [-0.424, 4.253, 1.452], [-1.389, 4.755, 0.594], [-2.439, 3.941, 0.205], [-2.513, 2.642, 0.681], [-3.866, 1.680, 0.147], [-1.570, 2.091, 1.562], [-1.725, 0.484, 2.217], [0.414, 4.860, 1.767], [-1.324, 5.772, 0.231], [-3.210, 4.304, -0.461], [1.818, -0.561, 1.153], [2.888, 0.468, 0.902], [3.921, -0.351, -0.348], [3.131, -0.984, -1.498], [3.225, -2.511, -1.510], [2.473, -3.184, -0.364], [0.725, -3.679, -0.588], [0.109, -3.432, 0.747], [0.054, -2.418, -1.676], [0.287, -2.456, -3.045], [-0.325, -1.519, -3.864], [-1.197, -0.584, -3.321], [-1.466, -0.590, -1.959], [-0.838, -1.509, -1.130], [2.182, 1.714, -0.165], [2.944, 2.830, -0.484], [2.416, 3.776, -1.347], [1.139, 3.604, -1.870], [0.383, 2.497, -1.520], [0.899, 1.546, -0.649], [4.485, -1.096, 0.218], [4.624, 0.413, -0.682], [3.512, -0.593, -2.443], [2.083, -0.685, -1.447], [4.277, -2.805, -1.450], [2.877, -2.880, -2.477], [2.419, -2.548, 0.521], [2.945, -4.126, -0.083], [0.922, -3.221, -3.475], [-0.141, -1.533, -4.931], [-1.686, 0.134, -3.967], [-2.167, 0.115, -1.531], [-1.043, -1.531, -0.065], [3.934, 2.963, -0.061], [2.996, 4.652, -1.606], [0.726, 4.350, -2.537], [-0.622, 2.378, -1.904], [0.316, 0.692, -0.332], [-4.062, -1.829, 2.761], [-3.944, -2.831, 3.630], [-5.071, -3.532, 3.927], [-2.834, -3.237, 4.197], [-1.691, -2.729, 3.802], [-0.662, -2.321, 3.457], [-4.946, -1.637, 2.326], [-3.329, -1.147, 2.608], [-5.965, -3.080, 3.857], [-4.964, -4.223, 4.650]],
  "orbital_gap_ev": 7.43,
  "multiplicity": 1,
  "de_lowest_kj_mol": 0.0,
  "e_tot_ha": -5054.50449
}


Entry 2:
{
  "formula": "C3H4O6S2",
  "method": "ωB97M-V/def2-TZVPD",
  "species": ["C", "C", "C", "O", "O", "O", "O", "O", "O", "S", "S", "H", "H", "H", "H"],
  "positions_angstrom": [[-2.580, -0.892, -1.049], [-0.163, 0.601, -0.398], [1.196, 0.399, 0.307], [-3.199, 1.762, -0.879], [0.132, -2.425, 1.238], [-3.377, 0.605, 1.267], [-0.561, -3.678, -0.630], [-2.286, -1.851, -0.036], [-1.121, 1.048, 0.394], [-2.729, 0.579, -0.054], [-0.513, -2.294, -0.136], [-3.660, -1.173, -1.179], [2.028, 0.084, -0.305], [0.965, -0.461, 1.094], [1.631, 1.261, 1.059]],
  "charge": -2,
  "orbital_gap_ev": 5.87,
  "multiplicity": 1,
  "de_lowest_kj_mol": 575.8,
  "e_tot_ha": -1364.31557
}


Entry 3:
{
  "formula": "C21H20IrN2O4S4",
  "method": "ωB97M-V/def2-TZVPD",
  "species": ["Ir", "O", "C", "C", "C", "C", "C", "C", "C", "N", "N", "C", "O", "C", "C", "C", "C", "C", "C", "H", "H", "H", "H", "H", "H", "H", "H", "H", "H", "O", "C", "S", "C", "C", "S", "S", "S", "C", "C", "O", "C", "C", "H", "H", "H", "H", "H", "H", "H", "H", "H", "H"],
  "positions_angstrom": [[-0.700, -0.807, 0.296], [0.803, -0.714, 1.585], [2.069, -0.693, 1.240], [2.993, -0.374, 2.259], [4.339, -0.332, 2.012], [4.844, -0.618, 0.732], [3.970, -0.950, -0.265], [2.572, -0.993, -0.052], [1.773, -1.398, -1.166], [0.479, -1.389, -1.196], [-0.155, -1.819, -2.349], [-1.449, -1.789, -2.189], [-2.047, -1.432, -1.088], [-2.319, -2.200, -3.316], [-3.701, -2.170, -3.161], [-4.525, -2.549, -4.210], [-3.973, -2.959, -5.415], [-2.593, -2.990, -5.571], [-1.767, -2.612, -4.526], [2.588, -0.146, 3.235], [5.019, -0.072, 2.813], [5.908, -0.584, 0.542], [4.343, -1.188, -1.255], [2.268, -1.754, -2.066], [-4.119, -1.848, -2.218], [-5.600, -2.524, -4.086], [-4.617, -3.255, -6.233], [-2.161, -3.310, -6.510], [-0.692, -2.632, -4.635], [-5.854, 3.344, 1.644], [-4.874, 2.679, 1.512], [-4.585, 1.172, 2.421], [-3.136, 0.712, 1.576], [-2.742, 1.522, 0.532], [-1.284, 1.254, -0.285], [-3.724, 2.907, 0.161], [-2.206, -0.624, 2.056], [0.822, 2.549, 4.271], [0.116, 2.652, 2.931], [0.943, 2.265, 1.851], [1.785, 3.288, 1.361], [2.560, 2.734, 0.186], [0.154, 2.853, 5.078], [1.706, 3.188, 4.308], [1.132, 1.519, 4.452], [-0.260, 3.671, 2.767], [-0.741, 1.974, 2.908], [2.474, 3.633, 2.143], [1.178, 4.151, 1.054], [3.216, 1.922, 0.504], [3.169, 3.515, -0.272], [1.874, 2.345, -0.568]],
  "orbital_gap_ev": [6.66, 5.98],
  "multiplicity": 2,
  "de_lowest_kj_mol": 24.6,
  "e_tot_ha": -2919.81099
}


Entry 4:
{
  "formula": "C4H9NO",
  "method": "ωB97M-V/def2-TZVPD",
  "species": ["N", "C", "C", "C", "C", "O", "H", "H", "H", "H", "H", "H", "H", "H", "H"],
  "positions_angstrom": [[0.779, 1.688, 1.100], [-0.264, 0.861, 0.885], [0.017, -0.367, 0.027], [-1.210, -1.267, -0.188], [0.763, -0.067, -1.271], [-1.365, 1.033, 1.396], [1.692, 1.288, 1.245], [0.587, 2.349, 1.851], [0.735, -0.983, 0.592], [-1.583, -1.615, 0.778], [-2.026, -0.651, -0.570], [-0.914, -2.131, -0.769], [1.537, -0.807, -1.475], [1.178, 0.916, -1.495], [0.074, -0.247, -2.106]],
  "charge": 1,
  "orbital_gap_ev": [11.96, 7.10],
  "multiplicity": 2,
  "de_lowest_kj_mol": 97.8,
  "e_tot_ha": -287.46353
}


Entry 5:
{
  "formula": "CHErLiO3",
  "method": "ωB97M-V/def2-TZVPD",
  "species": ["O", "C", "H", "O", "O", "Li", "Er"],
  "positions_angstrom": [[-1.421, -0.251, -1.322], [-0.444, -0.722, -1.748], [0.388, -0.824, -0.172], [1.107, -0.116, 1.214], [1.379, -0.491, 0.100], [0.453, 1.665, 0.640], [-1.462, 0.738, 1.287]],
  "charge": 3,
  "orbital_gap_ev": [9.08, 7.93],
  "multiplicity": 4,
  "e_tot_ha": -1285.37729
}